# 1
{"formula": "C26H19F8N8S3SbSe4W", "method": "ωB97M-V/def2-TZVPD", "total_charge": 0, "spin_multiplicity": 1, "e_lumo_ev": [-1.96, -1.96], "homo_ev": [-7.3264, -7.3268], "relative_energy_kcal_mol": 8.5, "species": ["W", "C", "C", "N", "N", "C", "N", "S", "C", "C", "C", "C", "C", "N", "H", "H", "H", "H", "H", "H", "H", "H", "H", "C", "C", "N", "N", "C", "S", "N", "N", "H", "H", "H", "H", "H", "H", "Se", "Sb", "Se", "Se", "Se", "F", "C", "F", "F", "C", "C", "C", "C", "C", "C", "C", "C", "H", "H", "H", "H", "F", "C", "C", "F", "C", "F", "C", "S", "C", "F", "C", "F"], "coordinates": [[0.9387, 0.1964, -1.2466], [-1.7510, -0.9979, -4.6861], [-0.9339, -0.8746, -3.4445], [-0.1984, 0.1449, -3.1523], [-0.3176, 1.2091, -4.0188], [0.4544, 2.2097, -3.7379], [0.3541, 3.3266, -4.4866], [1.6429, 2.2117, -2.4648], [-1.0027, -1.9237, -2.4250], [-1.7424, -3.0739, -2.6119], [-1.8366, -3.9961, -1.5815], [-1.1461, -3.7456, -0.4184], [-0.4059, -2.5789, -0.3044], [-0.3605, -1.6585, -1.2681], [-1.7562, -0.0663, -5.2373], [-2.7725, -1.2857, -4.4368], [-1.3289, -1.7832, -5.3185], [-0.1883, 3.2786, -5.3328], [1.0648, 4.0311, -4.4140], [-2.2396, -3.2407, -3.5552], [-2.4120, -4.9029, -1.7056], [-1.1451, -4.4470, 0.4025], [0.1522, -2.3628, 0.5899], [1.3777, 5.2887, 2.5904], [2.3106, 4.3423, 1.9375], [3.6017, 4.3842, 1.9821], [4.0022, 3.3107, 1.2342], [2.9886, 2.6068, 0.7298], [3.1455, 1.1777, -0.1749], [1.8931, 3.2683, 1.1716], [0.6151, 2.8636, 0.8576], [1.9555, 6.0710, 3.0743], [0.7716, 4.7774, 3.3389], [0.7071, 5.7427, 1.8603], [4.9806, 3.1097, 1.1144], [0.0494, 3.6168, 0.4924], [0.1735, 2.3537, 1.6127], [4.5455, -3.2540, -0.2472], [3.7562, -4.3769, -2.2079], [5.0185, -4.4193, -4.1948], [1.4773, -5.0900, -2.1878], [2.4663, -1.2774, -2.0067], [2.1515, -2.5607, 7.8677], [1.1527, -1.7237, 7.5553], [1.3390, -0.5965, 8.2728], [0.0094, -2.2768, 8.0043], [1.0841, -1.4299, 6.0833], [2.0537, -1.9020, 5.2137], [1.9739, -1.5973, 3.8638], [0.9217, -0.8174, 3.3818], [-0.0574, -0.3569, 4.2679], [0.0260, -0.6603, 5.6125], [0.8602, -0.5018, 1.9857], [0.8772, -0.2363, 0.8026], [2.8675, -2.5082, 5.5855], [2.7206, -1.9642, 3.1720], [-0.8859, 0.2277, 3.8896], [-0.7324, -0.3077, 6.2994], [-5.9263, -0.4372, -3.8176], [-4.8910, -0.0194, -3.0931], [-4.2480, 1.1627, -3.4141], [-4.6773, 1.8889, -4.4470], [-3.1593, 1.5780, -2.6692], [-2.5945, 2.7376, -3.0035], [-2.6660, 0.8351, -1.5980], [-1.2744, 1.3960, -0.6795], [-3.3555, -0.3319, -1.2843], [-2.9787, -1.0797, -0.2450], [-4.4422, -0.7706, -2.0214], [-5.0540, -1.9141, -1.7075]], "mulliken_charge": [0.11, -2.10, 0.71, 0.57, -1.13, 0.67, -0.41, -0.42, 0.44, -0.73, -0.94, -0.94, -0.39, 1.26, 0.35, 0.40, 0.47, 0.24, 0.21, 0.54, 0.50, 0.52, 0.35, -1.21, 0.95, -0.84, 0.28, 0.23, -0.26, 0.08, -0.38, 0.36, 0.29, 0.31, 0.17, 0.28, 0.22, -0.50, 0.70, -0.49, -0.40, -0.04, -0.28, 0.81, -0.25, -0.26, 0.32, -0.66, -0.56, 0.14, -0.43, -1.02, 0.31, 0.11, 0.46, 0.62, 0.51, 0.38, -0.34, 0.52, 0.31, -0.33, 0.30, -0.43, 0.21, -0.27, 0.38, -0.42, 0.21, -0.37]}


# 2
{"formula": "C8H10N3", "method": "ωB97M-V/def2-TZVPD", "total_charge": 1, "spin_multiplicity": 1, "e_lumo_ev": [-5.00, -5.10], "homo_ev": [-12.4103, -12.1457], "relative_energy_kcal_mol": 214.2, "species": ["C", "C", "C", "C", "C", "C", "C", "C", "N", "N", "N", "H", "H", "H", "H", "H", "H", "H", "H", "H", "H"], "coordinates": [[-1.5366, -1.4239, -0.1197], [-1.7167, -0.2449, -0.9631], [-1.5905, 0.7013, 0.5937], [1.8117, -0.4149, 0.3889], [0.8082, 1.9923, -0.0164], [1.6474, -0.9282, -1.0193], [1.0069, 0.7415, 0.7251], [-0.2677, 0.8901, -0.0588], [-2.5411, 0.6975, -0.4379], [-1.4168, -0.7934, 0.9750], [-0.3862, 0.1953, -1.2503], [-1.5020, -2.5557, -0.3212], [1.5259, -1.2045, 1.1008], [2.8664, -0.1260, 0.4510], [0.5343, 2.8084, 0.6605], [1.2207, 2.1571, -0.9878], [2.0366, -0.6015, -2.0494], [1.1029, -1.9593, -1.0348], [1.1292, 0.9267, 1.8587], [-3.4666, 0.2778, -0.3769], [-1.2659, -1.1356, 1.8818]], "mulliken_charge": [-0.48, 0.82, -0.28, -0.44, -0.85, -0.37, -0.41, 1.21, -0.42, 0.04, -0.73, 0.36, 0.28, 0.38, 0.31, 0.30, 0.28, 0.22, 0.30, 0.29, 0.18]}


# 3
{"formula": "C2H6NP2", "method": "ωB97M-V/def2-TZVPD", "total_charge": 1, "spin_multiplicity": 1, "e_lumo_ev": -6.26, "homo_ev": -14.5841, "relative_energy_kcal_mol": 0.0, "species": ["C", "P", "N", "P", "C", "H", "H", "H", "H", "H", "H"], "coordinates": [[-0.0595, -2.0263, 1.4176], [-0.6505, -0.4490, 2.1413], [-0.4030, 0.4723, 0.9019], [-0.8129, 1.7259, -0.0715], [0.8730, 2.3641, -0.3268], [-0.8831, -2.6759, 1.6132], [0.2732, -1.7890, 0.3526], [0.8984, -2.4089, 1.8037], [1.6157, 1.6209, -0.2029], [0.9942, 2.9345, -1.2014], [1.0529, 3.2537, 0.4622]], "mulliken_charge": [-0.78, 0.32, -0.02, 0.38, -0.82, 0.31, 0.29, 0.34, 0.30, 0.36, 0.31]}


# 4
{"formula": "H3NP2S", "method": "ωB97M-V/def2-TZVPD", "total_charge": 0, "spin_multiplicity": 3, "e_lumo_ev": [0.53, -2.67], "s2": 2.008, "homo_ev": [-6.8854, -9.6095], "relative_energy_kcal_mol": 8.5, "species": ["N", "P", "P", "S", "H", "H", "H"], "coordinates": [[-0.7905, -0.2536, -0.1790], [-1.8547, 0.9815, -0.0895], [1.0467, -0.6736, -0.4252], [2.4015, 0.5936, 0.2653], [-1.1900, -1.1921, -0.5131], [-0.7382, 1.9572, 0.1542], [1.1252, -1.4131, 0.7872]], "mulliken_charge": [-0.29, -0.11, 0.17, -0.16, 0.28, -0.01, 0.11]}


# 5
{"formula": "C8H14NOP", "method": "ωB97M-V/def2-TZVPD", "total_charge": 0, "spin_multiplicity": 1, "e_lumo_ev": [-1.46, -1.46], "homo_ev": [-7.5798, -7.5798], "relative_energy_kcal_mol": 42.9, "species": ["C", "C", "C", "C", "C", "C", "C", "C", "N", "O", "P", "H", "H", "H", "H", "H", "H", "H", "H", "H", "H", "H", "H", "H", "H"], "coordinates": [[-1.8018, -2.7239, -0.4204], [-1.5519, -2.6239, 0.9618], [-1.4097, -1.5287, -0.9851], [-1.0220, -1.3672, 1.2001], [-0.6109, -0.7343, 2.4775], [1.7093, 0.0548, -1.2775], [1.6574, 2.9291, -1.1351], [-0.6305, 1.4861, -0.2042], [-0.8880, -0.7766, -0.0019], [1.7344, 1.3777, 1.1603], [1.1638, 1.4231, -0.1918], [-2.1922, -3.5709, -0.9519], [-1.7176, -3.3728, 1.7108], [-1.4120, -1.2196, -2.0108], [-0.3753, -1.4970, 3.2149], [0.2616, -0.1040, 2.3180], [-1.4134, -0.1106, 2.8765], [1.1754, 0.0469, -2.2216], [2.7773, 0.1835, -1.4543], [1.5434, -0.8782, -0.7457], [1.2142, 3.8085, -0.6701], [2.7416, 3.0082, -1.0675], [1.3554, 2.8682, -2.1742], [-1.1252, 1.7468, 0.7140], [-1.1834, 1.5747, -1.1215]], "mulliken_charge": [-0.61, -0.66, -0.56, 0.47, -1.11, -1.10, -1.14, -0.44, 0.01, -0.77, 1.12, 0.41, 0.45, 0.41, 0.36, 0.24, 0.21, 0.34, 0.39, 0.30, 0.37, 0.34, 0.36, 0.30, 0.34]}